## 1
# C3H7N3S

The molecule C3H7N3S (the ωB97M-V functional and the def2-TZVPD basis, OMol25).

Results
- SMILES: [H]/N=C\N(C)NC=S
- Frontier orbital gap: 9.05 eV

Bonds (Å) are listed after each position.
Cartesian coordinates (Å):
1 H -0.52149 2.52018 -0.68730  N2 1.031
2 N 0.08600 2.03136 -1.36231  H1 1.031, C3 1.251
3 C 0.41919 0.88020 -1.00396  N2 1.251, N4 1.350, H9 1.095
4 N 0.43202 0.25197 0.19118  C3 1.350, C5 1.484, N6 1.371
5 C -0.44418 0.82524 1.24337  N4 1.484, H10 1.335, H11 1.269, H12 1.169
6 N 0.57737 -1.10273 0.03530  N4 1.371, C7 1.342, H13 1.045
7 C -0.18575 -2.08787 -0.46306  N6 1.342, S8 1.700, H14 1.150
8 S 0.10394 -3.74178 -0.19992  C7 1.700
9 H 0.69218 0.19820 -1.81662  C3 1.095
10 H 0.32761 0.81940 2.33297  C5 1.335
11 H -0.58913 2.07021 1.04481  C5 1.269
12 H -1.44412 0.22533 1.33217  C5 1.169
13 H 1.49193 -1.37329 0.46355  N6 1.045
14 H -0.94558 -1.51644 -1.11017  C7 1.150



## 2
# C3H7N3S

The molecule C3H7N3S (the ωB97M-V functional and the def2-TZVPD basis, OMol25).

Results
- SMILES: [H]/N=C\N(C)C(N)=S
- Frontier orbital gap: 9.10 eV

Bonds (Å) are listed after each position.
Cartesian coordinates (Å):
1 H 0.36675 -2.72247 -0.41918  N2 1.045
2 N 1.33481 -2.41551 -0.17359  H1 1.045, C3 1.270
3 C 1.31116 -1.16440 0.04323  N2 1.270, N4 1.475, H9 1.102
4 N 0.23491 -0.15715 -0.00871  C3 1.475, C5 1.472, C6 1.367
5 C 0.78280 1.20141 0.13988  N4 1.472, H10 1.102, H11 1.098, H12 1.098
6 C -1.12113 -0.31839 -0.06787  N4 1.367, N7 1.368, S8 1.654
7 N -1.82197 0.83820 -0.27263  C6 1.368, H13 1.024, H14 0.989
8 S -1.96687 -1.72550 0.13625  C6 1.654
9 H 2.31172 -0.71453 0.14764  C3 1.102
10 H 0.24980 1.84263 0.86115  C5 1.102
11 H 0.81754 1.71019 -0.83228  C5 1.098
12 H 1.78041 1.11726 0.59034  C5 1.098
13 H -2.81628 0.76356 -0.04082  N7 1.024
14 H -1.46364 1.74470 -0.10342  N7 0.989



Which of them is least stable? Easy: 1.



## 1
# CH4BrP

A 2-piece molecular cluster, CH4BrP overall (the ωB97M-V functional and the def2-TZVPD basis, OMol25).

Results
- Frontier orbital gap: 9.16 eV

Bonds (Å) are listed after each position.
Cartesian coordinates (Å):
1 C 0.66364 -0.17894 -0.46753  P2 1.740, H4 1.042, H6 1.152
2 P -0.65795 0.85686 -0.01049  C1 1.740, Br3 2.217, H7 1.445
3 Br -2.29423 -0.59712 0.34341  P2 2.217
4 H 0.49364 -0.49354 -1.44642  C1 1.042
5 H 0.82962 -1.30130 0.61487  no bonds
6 H 1.66772 0.37982 -0.38683  C1 1.152
7 H -0.70246 1.33423 1.35299  P2 1.445



## 2
# CH4BrP

The molecule CH4BrP (the ωB97M-V functional and the def2-TZVPD basis, OMol25).

Results
- SMILES: CPBr
- Frontier orbital gap: 9.83 eV

Bonds (Å) are listed after each position.
Cartesian coordinates (Å):
1 C 0.70976 -0.32498 -0.40347  P2 1.849, H4 1.090, H5 1.152, H6 1.074
2 P -0.58325 0.93222 0.00653  C1 1.849, Br3 2.227, H7 1.638
3 Br -2.36261 -0.39836 0.15632  P2 2.227
4 H 0.60937 -0.42404 -1.48429  C1 1.090
5 H 0.60598 -1.30470 0.19350  C1 1.152
6 H 1.48389 0.35114 -0.09136  C1 1.074
7 H -0.46314 1.16872 1.62276  P2 1.638



## 3
# CH4BrP

The molecule CH4BrP (the ωB97M-V functional and the def2-TZVPD basis, OMol25).

Results
- SMILES: CPBr
- Frontier orbital gap: 9.92 eV

Bonds (Å) are listed after each position.
Cartesian coordinates (Å):
1 C -0.02699 -0.27698 0.75752  P2 1.932, H4 1.158, H5 1.135, H6 1.104
2 P 0.17774 -0.47176 -1.15390  C1 1.932, Br3 2.192, H7 1.467
3 Br -1.11493 1.19088 -1.76036  P2 2.192
4 H -0.18909 -1.24418 1.37251  C1 1.158
5 H -1.03753 0.24037 0.76250  C1 1.135
6 H 0.68701 0.40966 1.24484  C1 1.104
7 H 1.50378 0.15201 -1.22311  P2 1.467



Which of them is least stable? Easy: 1.